1.
Below is a structure of composition C31H53CoNO2Si2, with properties calculated with the ωB97M-V functional and the def2-TZVPD basis.

Each line ends with the Mulliken charge.
Cartesian coordinates (Å):
O 1.5451 1.9410 -0.1696  1.55
O 0.2982 2.8158 -3.0181  0.20
C 1.4148 3.1909 0.6517  -0.29
C 2.3068 3.1395 1.8584  -1.29
H 0.3568 3.2415 0.9073  0.25
H 1.6432 3.9896 -0.0596  0.50
H 2.0860 2.2711 2.4842  0.26
H 2.1344 4.0278 2.4676  0.45
H 3.3629 3.1181 1.5895  0.31
C 2.7595 1.7025 -1.0383  0.70
C 3.2314 2.9732 -1.6744  -1.73
H 2.3806 0.9805 -1.7640  -0.20
H 3.5303 1.2467 -0.4058  0.28
H 2.4630 3.4009 -2.3324  0.19
H 4.1033 2.7319 -2.3104  0.43
H 3.5728 3.7288 -0.9484  0.48
C 0.1911 1.7517 -3.9628  0.14
C -0.6398 3.8867 -3.0797  -0.22
C 1.4344 1.7173 -4.8313  -1.29
H -0.7151 1.8560 -4.5846  0.53
H 0.1194 0.8257 -3.3646  -0.38
H 1.5262 2.6401 -5.4230  0.30
H 1.3711 0.8637 -5.5127  0.43
H 2.3436 1.6064 -4.2266  0.17
C -0.1235 4.9908 -3.9760  -1.36
H -0.7338 4.2228 -2.0379  0.17
H -1.6153 3.5200 -3.4336  0.34
H 0.8801 5.3068 -3.6773  0.26
H -0.7880 5.8484 -3.8907  0.44
H -0.1002 4.6768 -5.0244  0.31
H 1.1217 1.1281 0.3478  -1.18
Co -0.2863 -0.9223 0.7676  -1.14
C -0.9228 0.8243 0.0427  0.53
Si -2.7931 0.8840 -0.1437  0.00
H -0.6372 1.6799 0.6746  -0.43
H -0.4565 0.9378 -0.9536  -0.28
C -3.3280 2.6657 0.2103  -1.18
C -3.6802 -0.2272 1.0915  -0.76
C -3.3160 0.4108 -1.8914  -0.86
C 1.6167 -0.7794 1.3570  -0.54
Si 2.6601 -1.9978 0.3704  0.29
H 1.5952 -1.1049 2.4230  0.54
H 2.1107 0.2134 1.3851  0.58
C 4.4405 -1.4597 0.5929  -1.27
C 2.2933 -2.0959 -1.4619  -0.66
C 2.3947 -3.6893 1.1295  -0.97
H -2.6100 0.8164 -2.6297  0.08
H -4.3128 0.8036 -2.1502  0.41
H -3.3550 -0.6817 -2.0129  0.27
H -2.9250 2.9866 1.1821  0.31
H -4.4204 2.7827 0.2499  0.36
H -2.9652 3.3610 -0.5591  0.22
H -3.2783 -0.0757 2.1041  0.13
H -3.5824 -1.2890 0.8211  0.14
H -4.7603 -0.0045 1.1319  0.49
H 3.2311 -2.1673 -2.0317  0.47
H 1.7292 -1.2378 -1.8449  -0.19
H 1.7113 -2.9954 -1.6930  0.33
H 3.1135 -4.4155 0.7244  0.40
H 1.3835 -4.0791 0.9516  0.20
H 2.5372 -3.6315 2.2172  0.25
H 5.1157 -2.3007 0.4043  0.38
H 4.6128 -1.1120 1.6169  0.32
H 4.7239 -0.6479 -0.0854  0.31
C -1.1836 -3.8605 -2.3073  -0.57
C -1.2394 -4.9923 -1.4921  -1.15
C -1.2174 -4.8386 -0.1048  -0.20
C -1.1133 -3.5486 0.4591  0.20
C -0.9242 -2.4291 -0.3709  0.06
C -1.0384 -2.5711 -1.7436  0.70
C -1.1803 -3.2689 1.8909  0.71
C -1.3938 -4.2509 2.8726  -1.07
C -1.6457 -3.8687 4.1666  -1.11
C -1.6946 -2.5025 4.4971  0.86
C -2.1861 -2.0528 5.7461  -0.67
C -2.3173 -0.7027 6.0172  -0.71
C -1.9085 0.2546 5.0676  -0.60
C -1.3900 -0.1539 3.8388  -0.38
C -1.3247 -1.5247 3.5098  -0.03
N -1.0320 -1.9543 2.2287  1.02
H -1.2390 -3.9617 -3.3919  0.42
H -1.3022 -5.9876 -1.9400  0.36
H -1.2731 -5.7122 0.5468  0.35
H -0.9879 -1.6905 -2.3868  0.13
H -1.3810 -5.2931 2.5706  0.44
H -1.8682 -4.6083 4.9413  0.37
H -2.4917 -2.8079 6.4763  0.39
H -2.7346 -0.3678 6.9669  0.36
H -1.9936 1.3190 5.2804  0.43
H -1.0406 0.5827 3.1098  0.23

Summary:
- LUMO level (alpha / beta) (hartree) = 0.0033 / 0.0000
- highest occupied orbital energy (alpha / beta) (hartree) = -0.2092 / -0.2687
- 2S+1 = 4
- orbital gap (alpha / beta) (eV) = 5.784 / 7.312


2.
Below is a structure of composition C24H43ClInP2, with properties calculated with the ωB97M-V functional and the def2-TZVPD basis.

Each line ends with the Mulliken charge.
Cartesian coordinates (Å):
In -0.4129 3.7756 -3.7167  0.84
C -0.0886 -1.9471 1.4294  0.43
C -0.5598 -0.7695 2.0707  0.66
C -1.7814 -1.0696 0.1491  0.78
C -0.8517 -2.1327 0.2470  0.63
C -1.5774 -0.2028 1.2550  0.55
C 0.8896 -2.8897 2.0136  -1.75
H 1.6862 -2.3450 2.5412  0.35
H 1.3512 -3.5057 1.2317  0.42
H 0.4090 -3.5670 2.7458  0.29
C -0.7243 -3.2465 -0.7102  -1.62
H 0.1999 -3.8107 -0.5452  0.37
H -0.7232 -2.8774 -1.7447  0.29
H -1.5758 -3.9319 -0.6001  0.33
C -2.8652 -0.9923 -0.8460  -1.11
H -3.4182 -1.9369 -0.9185  0.37
H -2.4834 -0.7521 -1.8423  0.17
H -3.5718 -0.2083 -0.5750  0.40
C -2.3503 1.0211 1.5277  -2.01
H -3.3135 0.7655 1.9967  0.42
H -2.5694 1.5593 0.5935  0.35
H -1.8059 1.6984 2.1972  0.38
C -0.1084 -0.2574 3.3737  -1.16
H -0.9584 -0.1232 4.0554  0.40
H 0.3924 0.7120 3.2723  -0.08
H 0.6000 -0.9484 3.8393  0.41
C 2.8296 0.6919 -0.4163  -0.40
C 3.3422 0.2203 0.7230  -0.81
C 3.4873 0.8882 2.0475  -0.85
C 2.9580 2.3456 2.1308  -0.53
C 1.4793 2.5466 2.0702  -1.14
C 0.7664 2.7990 0.9649  -0.44
C 1.1513 2.6120 -0.4651  2.99
C 2.5494 2.1255 -0.7821  -0.54
H 4.5543 0.8978 2.3427  0.53
H 3.5440 2.9597 1.4295  -0.44
H 2.9964 0.2709 2.8258  0.28
H 3.2678 2.7876 -0.2963  -0.44
H 2.4781 -0.0173 -1.1729  0.32
H 3.7074 -0.8090 0.7352  0.41
H 2.7602 2.2237 -1.8563  0.57
H 0.4136 1.9216 -0.9251  -1.28
H -0.2595 3.1486 1.0747  0.70
H 0.9709 3.5692 -0.9823  -1.02
H 3.2536 2.7124 3.1232  0.65
H 0.9809 2.5042 3.0532  0.99
P 3.3583 5.0224 -0.6954  1.08
C 4.8123 5.1256 -1.7938  -1.45
C 4.1737 5.6534 0.8364  -1.59
P 0.5936 6.3146 -0.8014  0.36
C 2.3840 6.4387 -1.2896  -1.25
C 0.8186 7.0819 0.8808  -1.22
C 0.1689 7.9057 -1.6350  -1.16
H 4.4686 5.1109 -2.8344  0.36
H 5.4594 4.2563 -1.6130  0.36
H 5.3695 6.0487 -1.5938  0.41
H 4.7389 6.5682 0.6068  0.50
H 4.8843 4.8992 1.2116  0.47
H 3.4497 5.8645 1.6356  0.30
H 0.9432 8.6640 -1.4570  0.34
H -0.7922 8.2667 -1.2509  0.40
H 0.0775 7.7171 -2.7097  0.34
H 2.4234 6.4225 -2.3903  0.53
H 2.8296 7.3708 -0.9047  0.56
H -0.1200 7.5664 1.1840  0.47
H 1.6085 7.8543 0.8973  0.39
H 1.0600 6.3197 1.6322  0.21
Cl -0.5134 0.8215 -2.4600  0.07
C -1.4599 1.7099 -3.6739  -0.95
H -1.2128 1.0598 -4.5376  0.45
H -2.5604 1.7067 -3.4586  0.38

Summary:
- energy relative to the best compared isomer or geometry (same formula, charge and spin) (eV) = 1.309
- LUMO level (alpha / beta) (hartree) = -0.2580 / -0.1506
- highest occupied orbital energy (alpha / beta) (hartree) = -0.3454 / -0.3458
- total charge = +1
- orbital gap (alpha / beta) (eV) = 2.379 / 5.312


3.
Below is a structure of composition C38H53BBrN12O7PSY, with properties calculated with the ωB97M-V functional and the def2-TZVPD basis.

Each line ends with the Mulliken charge.
Cartesian coordinates (Å):
Y -0.6078 -0.5195 0.2814  -0.16
N 0.4889 0.8799 1.9612  1.14
C -0.0895 2.2020 2.1851  -0.23
C -1.5766 2.0918 2.4641  -0.49
O -2.1312 3.0195 3.0699  -0.79
N -2.1733 0.9853 1.9442  0.54
C -3.5325 0.9941 2.0262  -1.12
C -3.7464 0.0221 -0.8971  -0.11
O -4.9069 -0.2555 -0.9922  -0.61
O -2.7601 -0.5773 -0.4106  -0.06
H 0.3774 0.3540 2.8210  0.16
H 1.4959 0.8971 1.7916  -0.83
H 0.0257 2.8086 1.2844  0.21
H 0.3640 2.7387 3.0270  0.33
H -4.1076 0.1893 1.5934  0.20
H -4.0403 1.8157 2.5127  0.27
C -2.8054 -2.8010 -2.1509  -1.06
C -1.3787 -3.1981 -1.9441  0.67
C -0.8443 -4.4212 -2.3566  -1.98
C 0.4851 -4.3788 -2.0070  0.07
N 0.7266 -3.1945 -1.4237  -0.06
N -0.4271 -2.4510 -1.3598  0.69
B 2.0348 -2.6232 -0.8296  -0.51
N 1.9550 -2.6801 0.7288  1.00
C 2.5983 -3.5725 1.5047  -0.20
C 2.1952 -3.3810 2.8059  -1.94
C 1.2778 -2.3257 2.7459  0.66
C 0.5525 -1.7215 3.9056  -1.98
N 1.1270 -1.9179 1.4858  0.99
N 2.2140 -1.1685 -1.3336  0.80
C 3.0418 -0.7812 -2.3182  -0.32
C 3.0446 0.5929 -2.3629  -1.76
C 2.1645 0.9900 -1.3483  -0.06
C 1.9391 2.3918 -0.8851  -0.71
N 1.6348 -0.0838 -0.7528  1.31
N 3.3093 -3.3881 -1.2094  1.02
C 4.5505 -2.9725 -0.8502  -0.44
C 5.4426 -3.9459 -1.2150  -1.39
C 4.6488 -4.9566 -1.8004  0.69
C 5.0918 -6.2564 -2.3936  -1.30
N 3.3719 -4.6152 -1.7842  -1.41
H -3.2875 -3.5564 -2.7696  0.46
H -3.3489 -2.7176 -1.2123  0.12
H -2.8898 -1.8421 -2.6597  0.02
H -1.3656 -5.2160 -2.8634  0.52
H 1.2880 -5.0794 -2.1469  0.66
H 3.2951 -4.2796 1.0853  0.44
H 2.5243 -3.9132 3.6830  0.55
H 0.4774 -2.4506 4.7109  0.43
H 1.1005 -0.8620 4.3014  0.26
H -0.4579 -1.4078 3.6406  0.39
H 3.5893 -1.5028 -2.9006  0.70
H 3.6222 1.2291 -3.0127  0.54
H 2.2521 3.0936 -1.6581  0.48
H 0.8961 2.5728 -0.6470  -0.33
H 2.5535 2.5766 0.0019  0.06
H 4.7022 -2.0254 -0.3549  0.63
H 6.5124 -3.9372 -1.0832  0.41
H 6.1457 -6.4327 -2.1844  0.37
H 4.5150 -7.0859 -1.9843  0.32
H 4.9551 -6.2578 -3.4761  0.26
Br -3.9362 -6.0725 3.5251  -0.15
C -3.0392 -4.6143 2.7347  -0.15
C -1.9423 -4.8355 1.9221  -1.21
C -1.3171 -3.7365 1.3652  -0.28
N -1.7211 -2.4770 1.5625  1.53
C -2.7792 -2.2892 2.3568  -0.26
C -3.4698 -3.3238 2.9667  -1.02
H -1.5779 -5.8326 1.7227  0.53
H -0.4500 -3.8820 0.7327  0.41
H -3.0812 -1.2624 2.5195  0.27
H -4.3202 -3.1146 3.5994  0.52
S 3.8386 0.5793 2.2264  -0.32
C 4.0648 1.8624 3.2769  0.57
N 3.1877 2.9149 3.2810  0.01
C 3.2584 3.9866 4.1113  -0.18
C 4.2619 4.0874 5.0134  -0.73
C 5.2186 3.0446 5.0589  -0.08
C 5.1247 1.9737 4.2245  -0.79
H 2.4238 2.8552 2.6208  -0.07
H 2.4749 4.7220 3.9978  0.43
H 4.3193 4.9387 5.6741  0.40
H 6.0333 3.0994 5.7700  0.39
H 5.8437 1.1687 4.2526  0.41
C -1.0369 0.8570 -3.8352  -1.29
C -1.7207 2.2107 -3.9891  1.89
C -3.1018 2.0742 -4.6110  -1.69
C -0.8491 3.1611 -4.7892  -1.83
O -1.8796 2.8862 -2.6925  0.23
P -2.1335 2.1896 -1.3071  -0.81
O -3.3991 1.3085 -1.5506  -0.41
O -0.9422 1.4360 -0.8237  2.16
O -2.4329 3.3558 -0.3301  0.05
C -3.3969 4.4719 -0.4447  1.57
C -4.6659 4.0154 -1.1456  -1.44
C -3.6734 4.8648 0.9918  -1.54
C -2.6971 5.5897 -1.2034  -1.54
H -0.8845 0.4274 -4.8261  0.67
H -1.6488 0.1606 -3.2582  -0.01
H -0.0657 0.9596 -3.3483  0.02
H -3.0140 1.6474 -5.6116  0.48
H -3.5748 3.0545 -4.6948  0.34
H -3.7378 1.4275 -4.0073  0.25
H -0.7248 2.7842 -5.8053  0.40
H 0.1341 3.2534 -4.3251  0.36
H -1.3103 4.1485 -4.8355  0.36
H -5.1080 3.1621 -0.6308  0.26
H -4.4746 3.7391 -2.1837  0.24
H -5.3817 4.8386 -1.1366  0.51
H -4.1731 4.0539 1.5207  0.25
H -4.3066 5.7543 1.0077  0.51
H -2.7438 5.0704 1.5212  0.29
H -2.4788 5.2894 -2.2274  0.16
H -1.7637 5.8529 -0.7032  0.30
H -3.3390 6.4714 -1.2238  0.47

Summary:
- energy relative to the best compared isomer or geometry (same formula, charge and spin) (eV) = 0.000
- LUMO level (alpha / beta) (hartree) = -0.0042 / -0.0042
- highest occupied orbital energy (alpha / beta) (hartree) = -0.1952 / -0.3031
- 2S+1 = 2
- orbital gap (alpha / beta) (eV) = 5.197 / 8.134


4.
Below is a cluster of 12 separate species, C3H30NO12 in total, with properties calculated with the ωB97M-V functional and the def2-TZVPD basis.

Each line ends with the Mulliken charge.
Cartesian coordinates (Å):
O 2.5765 -1.3961 0.7158  -0.91
C 2.1963 -0.1938 0.4534  -0.23
C 0.7042 0.0700 0.4301  0.62
N 0.3525 1.4945 0.1898  0.35
C -0.8040 1.9004 1.0435  -0.84
H 2.8660 0.6263 0.3246  0.32
H 0.2478 -0.5391 -0.3667  0.20
H 0.2891 -0.2847 1.3918  -0.88
H 1.1665 2.0544 0.4839  0.53
H 0.0683 1.7212 -0.8009  0.28
H -0.5267 1.9038 2.0966  0.24
H -1.6604 1.2671 0.8577  0.32
H -1.0863 2.9221 0.8011  0.35
H -2.2734 -1.1048 -0.1101  0.26
H -1.8521 -1.4827 -1.6252  0.30
O -1.7022 -0.8917 -0.8855  -0.63
H -0.5369 0.7491 -2.8928  0.39
H -0.9172 2.2157 -2.6128  0.35
O -0.1581 1.6197 -2.6074  -0.79
H -1.1677 -0.9592 -4.3261  0.22
H -0.0917 -1.2087 -3.1996  0.41
O -0.9924 -0.8579 -3.3863  -0.65
H 2.0196 -0.5673 -2.6941  0.33
H 2.2333 -2.0918 -2.9180  0.30
O 1.5538 -1.4411 -2.7048  -0.67
H 1.5084 1.2933 2.8551  0.29
H 2.8072 2.2017 2.7439  0.27
O 2.1257 1.7465 2.2406  -0.53
H -0.0921 -0.4100 3.5194  0.32
H 0.3707 0.4444 4.7084  0.27
O 0.2975 0.4719 3.7512  -0.64
H -2.0665 0.6760 -1.5317  0.36
H -3.0427 1.6803 -2.2073  0.25
O -2.1258 1.5744 -1.9349  -0.63
H 1.3549 -2.5224 0.9241  0.40
H -0.0130 -2.7153 0.2341  0.29
O 0.4539 -2.9522 1.0408  -0.86
H 3.0035 1.4959 -3.2175  0.25
H 1.5338 1.4539 -2.6546  0.43
O 2.4439 1.1239 -2.5242  -0.62
H -2.2765 -1.4134 2.1432  0.43
H -3.7360 -1.7860 1.7200  0.26
O -2.9948 -1.2103 1.5001  -0.68
H -0.9060 -2.5457 3.7111  0.25
H -0.2955 -2.2685 2.2902  0.48
O -0.8552 -1.8637 3.0302  -0.76

Summary:
- energy relative to the best compared isomer or geometry (same formula, charge and spin) (eV) = 0.000
- LUMO level (alpha / beta) (hartree) = 0.0084 / 0.0080
- highest occupied orbital energy (alpha / beta) (hartree) = -0.1094 / -0.2551
- 2S+1 = 2
- orbital gap (alpha / beta) (eV) = 3.205 / 7.161